(1)
This record from OMol25 describes C15H17N7O4S in the gas phase in a non-equilibrium geometry. The level of theory is the ωB97M-V functional and the def2-TZVPD basis.

Cartesian coordinates (Å):
O (-4.0860, 0.8408, 1.1563)
C (-3.4159, -0.0153, 0.6535)
C (-3.7968, -1.4277, 0.8487)
C (-4.3067, -1.8783, 2.0563)
N (-4.3489, -3.2148, 1.9232)
N (-3.7546, -3.6220, 0.7429)
N (-3.3933, -2.6064, 0.1601)
N (-2.3409, 0.4928, -0.1109)
C (-1.3516, -0.4216, -0.7012)
C (-0.1700, 0.3665, -1.2646)
C (-0.7189, 0.9332, -2.5857)
C (-0.8764, 2.3801, -2.3183)
C (-0.8232, 2.4959, -0.8086)
C (-2.0836, 1.9385, -0.0497)
N (0.3125, 1.5498, -0.5900)
S (1.2946, 1.6864, 0.9271)
O (1.6916, 3.1197, 1.0690)
O (0.4534, 1.2750, 2.0268)
C (2.7759, 0.6806, 0.5112)
C (3.9481, 1.2164, -0.1319)
C (5.0325, 0.3573, -0.4436)
C (5.0669, -0.9804, -0.0504)
C (3.9023, -1.4288, 0.6219)
C (2.7646, -0.6876, 0.8707)
N (1.8284, -1.5633, 1.4252)
O (2.2193, -2.8795, 1.3865)
N (3.6057, -2.6803, 1.0240)
H (-4.6069, -1.1681, 2.8418)
H (-4.5306, -3.7755, 2.7250)
H (-0.9462, -1.1441, -0.0128)
H (-1.8617, -0.9544, -1.5736)
H (0.7253, -0.2028, -1.5494)
H (-1.7198, 0.5067, -2.8982)
H (0.0600, 0.6323, -3.3535)
H (-1.7755, 2.6938, -2.7790)
H (-0.0703, 2.9540, -2.8120)
H (-0.6276, 3.5928, -0.5078)
H (-1.8904, 2.0733, 0.9574)
H (-2.9763, 2.3815, -0.2756)
H (3.9565, 2.2236, -0.4023)
H (5.8486, 0.6559, -1.0602)
H (5.8987, -1.6090, -0.2666)
H (0.8534, -1.2988, 1.5351)
H (4.2338, -3.4880, 1.0833)

LUMO level in eV: 0.391
SMILES string: O=C(c1c[nH]nn1)N1C[C@H]2CC[C@@H](C1)N2S(=O)(=O)c1cccc2c1NON2
M in g/mol: 391.41
Gap between HOMO and LUMO in eV: 7.66
Spin multiplicity: 1
Total energy in hartree: -1663.9605
Energy above the lowest of the compared OMol25 structures with the same formula, charge and spin in kJ/mol: 231.6

=====

(2)
This record from OMol25 describes 2 unconnected molecules or ions with the total composition C2H3OP in a non-equilibrium geometry. The level of theory is the ωB97M-V functional and the def2-TZVPD basis.

Cartesian coordinates (Å):
C (-1.4490, -0.5611, 0.6410)
P (-1.5716, 0.4285, 1.8453)
H (-1.9183, -1.1154, -0.1135)
C (1.1628, 0.3263, -0.5831)
O (2.3624, 0.2045, -0.5826)
H (0.8292, 0.9550, -1.4665)
H (0.5844, -0.2378, 0.2594)

LUMO level in eV: -0.386
SMILES string: C#P.C=O
M in g/mol: 74.02
Gap between HOMO and LUMO in eV: 9.00
Spin multiplicity: 1
Total energy in hartree: -494.4650
Energy above the lowest of the compared OMol25 structures with the same formula, charge and spin in kJ/mol: 258.8

=====

(3)
This record from OMol25 describes a gas-phase ion, C5H12NO (charge -1) in a non-equilibrium geometry. The level of theory is the ωB97M-V functional and the def2-TZVPD basis.

Cartesian coordinates (Å):
C (1.8304, 1.2549, 1.1284)
C (1.0235, 0.3893, 0.1315)
N (1.1929, -1.0215, 0.4502)
C (-0.4881, 0.7292, 0.0779)
C (-1.6546, -0.2591, -0.2228)
C (-1.4404, -1.2603, -1.3678)
O (-0.6161, -2.3024, -1.1677)
H (1.8167, 2.3380, 0.9749)
H (2.8840, 0.8772, 1.2019)
H (1.3704, 1.1525, 2.1072)
H (1.3673, 0.6740, -0.8550)
H (1.0047, -1.4732, -0.4443)
H (0.7385, -1.4772, 1.2169)
H (-0.5897, 1.5310, -0.7245)
H (-0.6102, 1.2727, 1.0790)
H (-1.9109, -0.6878, 0.7750)
H (-2.3863, 0.5674, -0.3524)
H (-1.0459, -0.7368, -2.3088)
H (-2.4862, -1.5677, -1.6997)

LUMO level in eV: 4.029
SMILES string: C[C@@H](N)CCC[O-]
M in g/mol: 102.16
Gap between HOMO and LUMO in eV: 6.44
Spin multiplicity: 1
Total energy in hartree: -327.6506
Energy above the lowest of the compared OMol25 structures with the same formula, charge and spin in kJ/mol: 119.2
Charge: -1